Density functional theory data (ωB97M-V/def2-TZVPD) for C41H48AsN6O2S4SeSiTi as an isolated structure.

Properties
Orbital gap (spin up / spin down): 0.1930 / 0.1936 hartree
Net charge: +1
Max |F|: 1.23 eV Å⁻¹
E_tot: -256846.153 eV
LUMO energy (spin up / spin down): -3.0 / -3.0 eV
HOMO energy (spin up / spin down): -8.23 / -8.24 eV

XYZ file:
```
105
Properties=species:S:1:pos:R:3:lowdin_charge:R:1
Ti -0.8485 0.0153 -0.3523 0.70
C 0.0919 -4.3385 0.7393 -0.09
C -0.5539 -3.2627 0.1727 -0.12
N -0.3876 -2.0158 0.6148 0.03
C 0.4490 -1.8605 1.6550 -0.23
C 1.1469 -2.9502 2.1742 -0.05
N 0.9702 -4.1812 1.7323 0.11
C 0.4860 -0.5112 2.1990 -0.24
C 1.0564 -0.1770 3.3844 0.04
C 0.8755 1.1139 3.9413 -0.14
C 0.0589 1.9729 3.2544 0.05
C -0.5487 1.5913 2.0473 -0.21
N -0.2603 0.3812 1.4619 -0.03
C -1.6216 2.2582 1.4234 -0.25
C -2.2423 3.4215 1.9348 -0.09
N -3.3580 3.9087 1.4771 0.09
C -3.8769 3.2550 0.3988 -0.11
C -3.2809 2.1745 -0.1642 -0.20
N -2.1350 1.6056 0.3331 -0.07
C 1.4615 1.4701 5.2562 -0.17
C 2.5976 0.8273 5.7407 -0.02
C 3.1122 1.1881 6.9767 -0.13
N 2.5829 2.1367 7.7484 0.06
C 1.4861 2.7422 7.2889 -0.13
C 0.8937 2.4436 6.0722 -0.02
H -0.0925 -5.3486 0.3940 0.12
H -1.2410 -3.4065 -0.6423 0.07
H 1.8719 -2.8170 2.9702 0.12
H 1.6104 -0.9298 3.9293 0.11
H -0.1430 2.9607 3.6464 0.11
H -1.7977 3.9388 2.7796 0.12
H -4.7984 3.6458 -0.0156 0.11
H -3.6684 1.7795 -1.0856 0.04
H 3.0991 0.0638 5.1581 0.11
H 3.9950 0.6902 7.3660 0.11
H 1.0571 3.5015 7.9358 0.11
H -0.0185 2.9563 5.7918 0.11
O -0.7475 -0.9925 -2.1102 -0.76
S -0.0061 -2.2012 -2.6672 0.99
C -1.3417 -3.0343 -3.6672 -0.25
C -2.7118 -2.3823 -3.4724 -0.22
C -3.5101 -3.0350 -2.3414 -0.23
C -4.6933 -2.2061 -1.8669 -0.27
S -4.1513 -0.7845 -0.8185 1.07
O -2.7052 -1.0423 -0.4142 -0.59
C -5.0620 -1.1513 0.6698 -0.37
C -6.4509 -1.2024 0.6340 -0.08
C -7.1411 -1.4522 1.8095 -0.06
C -6.4458 -1.6286 3.0007 -0.06
C -5.0603 -1.5555 3.0222 -0.05
C -4.3550 -1.3075 1.8499 -0.06
C 0.9558 -1.6213 -4.0449 -0.42
C 0.5439 -0.5421 -4.8083 -0.08
C 1.3002 -0.1813 -5.9135 -0.06
C 2.4423 -0.9022 -6.2462 -0.07
C 2.8532 -1.9695 -5.4574 -0.06
C 2.1078 -2.3329 -4.3426 -0.09
H -1.3408 -4.0750 -3.3317 0.10
H -1.0166 -3.0072 -4.7031 0.09
H -3.2746 -2.4349 -4.4071 0.13
H -2.5698 -1.3225 -3.2525 0.07
H -2.8690 -3.1989 -1.4783 0.08
H -3.8728 -4.0156 -2.6584 0.13
H -5.3925 -2.7957 -1.2778 0.09
H -5.2232 -1.7389 -2.7001 0.10
H -6.9890 -1.0490 -0.2967 0.12
H -8.2224 -1.5063 1.7948 0.11
H -6.9911 -1.8165 3.9176 0.11
H -4.5219 -1.6887 3.9519 0.11
H -3.2752 -1.2401 1.8430 0.10
H -0.3513 0.0047 -4.5368 0.07
H 0.9904 0.6583 -6.5228 0.11
H 3.0154 -0.6335 -7.1259 0.11
H 3.7496 -2.5242 -5.7074 0.11
H 2.4165 -3.1573 -3.7068 0.11
S -1.7623 1.5936 -2.8894 0.65
C -0.8032 1.7462 -1.5656 -1.13
C 2.4828 3.0359 0.4843 -0.23
As 1.7920 3.3943 -1.2718 0.92
C 2.3422 2.4098 -2.8244 -0.24
C 2.3490 5.2060 -1.5909 -0.24
S -0.3660 3.5178 -1.2241 0.60
H 3.5704 3.0112 0.4537 0.04
H 2.0944 2.0888 0.8453 -0.01
H 2.1383 3.8668 1.0966 0.05
H 3.2072 1.7918 -2.6047 -0.02
H 2.5473 3.1395 -3.6035 0.05
H 1.5156 1.7642 -3.1037 0.00
H 3.4355 5.2575 -1.5689 0.05
H 1.9347 5.8513 -0.8212 0.04
H 1.9830 5.5258 -2.5624 0.04
C 4.6838 -2.0890 -1.0292 -0.22
Si 4.0882 -0.4262 -0.4584 0.15
C 4.3814 -0.1590 1.3698 -0.21
C 5.0078 0.8658 -1.4503 -0.22
Se 1.8532 -0.3281 -0.8629 0.52
H 5.7670 -2.1769 -0.8822 0.04
H 4.4727 -2.2220 -2.0935 0.02
H 4.1967 -2.8976 -0.4766 0.03
H 5.2651 -0.7148 1.7073 0.04
H 3.5161 -0.5052 1.9415 0.00
H 4.5432 0.8987 1.6025 0.02
H 6.0570 0.8920 -1.1291 0.05
H 4.6006 1.8689 -1.3279 -0.01
H 4.9950 0.6159 -2.5159 0.04
```


Density functional theory data (ωB97M-V/def2-TZVPD) for C41H48BiGeI2N2O7S as an isolated structure.

Properties
Multiplicity: 2
Orbital gap (spin up / spin down): 0.2754 / 0.2183 hartree
Max |F|: 1.28 eV Å⁻¹
E_tot: -150003.401 eV
LUMO energy (spin up / spin down): -0.4 / -1.9 eV
HOMO energy (spin up / spin down): -7.88 / -7.86 eV

XYZ file:
```
103
Properties=species:S:1:pos:R:3:lowdin_charge:R:1
Bi 0.6221 -0.7043 0.2618 2.09
C 4.3645 -2.6581 1.5346 -0.03
C 3.3850 -2.0426 2.5307 -0.70
C 3.3666 -2.8892 3.8034 -0.07
C 3.7672 -0.6159 2.8819 -0.02
O 2.0643 -2.0056 1.9602 -0.46
Ge 1.0847 -3.6021 1.6408 0.94
O 1.2402 -3.1304 -0.1506 -0.45
C 0.9420 -4.0975 -1.1886 -0.67
C -0.5615 -4.1086 -1.4413 -0.03
C 1.4193 -5.4916 -0.7668 -0.08
C 1.7008 -3.6854 -2.4366 -0.01
O -0.5251 -2.5712 1.6388 -0.46
C -1.4422 -2.5297 2.7439 -0.70
C -0.8937 -1.5854 3.8116 -0.03
C -2.7813 -2.0485 2.2150 -0.03
C -1.6210 -3.9330 3.3213 -0.07
H 5.3614 -2.7380 1.9760 0.09
H 4.4357 -2.0645 0.6223 0.07
H 4.0319 -3.6603 1.2496 0.07
H 4.3221 -2.8010 4.3275 0.09
H 3.1905 -3.9437 3.5813 0.06
H 2.5709 -2.5415 4.4685 0.08
H 4.8241 -0.5566 3.1528 0.09
H 3.1708 -0.2571 3.7245 0.10
H 3.5797 0.0657 2.0500 0.05
H -1.0922 -4.4142 -0.5338 0.08
H -0.8152 -4.8049 -2.2464 0.09
H -0.9079 -3.1092 -1.7193 0.05
H 0.8115 -5.9037 0.0405 0.06
H 2.4564 -5.4517 -0.4197 0.08
H 1.3629 -6.1737 -1.6184 0.09
H 1.3021 -2.7631 -2.8572 0.06
H 1.6221 -4.4622 -3.2016 0.10
H 2.7573 -3.5331 -2.1952 0.10
H -0.7037 -0.5930 3.3869 0.07
H 0.0556 -1.9600 4.2014 0.07
H -1.5950 -1.4814 4.6447 0.09
H -2.6957 -1.0547 1.7819 0.04
H -3.5211 -2.0130 3.0193 0.09
H -3.1384 -2.7306 1.4382 0.09
H -0.6953 -4.2994 3.7682 0.06
H -1.9115 -4.6274 2.5289 0.09
H -2.3983 -3.9325 4.0904 0.09
I -1.7989 -1.3784 -4.5036 1.00
C 0.1500 -0.7654 -4.1471 -0.64
C 1.0293 -0.6175 -5.2474 -0.22
C 2.3461 -0.3163 -5.0592 -0.67
I 3.5621 -0.0886 -6.7352 0.92
C 2.8622 -0.1750 -3.7414 -0.20
C 4.2142 0.0894 -3.4122 -0.02
C 4.6029 0.1797 -2.1095 -0.01
C 3.6503 -0.0076 -1.0967 -0.12
N 2.3954 -0.2744 -1.3648 0.02
C 1.9714 -0.3272 -2.6668 -0.16
C 0.5751 -0.6000 -2.8479 -0.47
O -0.2092 -0.7269 -1.7956 -0.33
H 0.6427 -0.7557 -6.2484 0.08
H 4.9335 0.2249 -4.2108 0.07
H 5.6244 0.4101 -1.8399 0.12
H 3.9331 0.0425 -0.0531 0.10
C -2.2006 6.4311 -0.8989 -0.04
C -1.1036 5.4962 -0.4547 -0.28
C -1.2695 4.7192 0.6919 -0.04
C -0.2865 3.8431 1.1111 -0.07
C 0.8931 3.7320 0.3787 -0.28
C 1.0885 4.5088 -0.7577 -0.05
C 0.0850 5.3822 -1.1661 -0.05
S 2.1803 2.6619 0.9523 0.47
O 2.5706 3.1318 2.2545 -0.29
O 3.1760 2.6427 -0.0878 -0.32
O 1.5124 1.3144 1.0725 -0.56
H -3.0963 5.8714 -1.1833 0.08
H -1.8907 7.0270 -1.7580 0.07
H -2.4836 7.1148 -0.0957 0.08
H -2.1859 4.8063 1.2654 0.11
H -0.4189 3.2514 2.0119 0.12
H 2.0144 4.4156 -1.3098 0.11
H 0.2348 5.9894 -2.0527 0.11
N -1.3514 0.6822 0.6984 0.17
C -2.3106 1.3424 0.2468 -0.27
C -3.2947 1.9627 1.2155 -0.16
C -4.2803 2.8265 0.7519 -0.03
C -5.1828 3.3897 1.6439 -0.07
C -5.0995 3.1023 2.9988 -0.07
C -4.1036 2.2524 3.4696 -0.06
C -3.2051 1.6854 2.5830 -0.03
C -2.4922 1.5632 -1.2245 -0.20
C -3.5741 0.9870 -1.8795 -0.05
C -3.8148 1.3225 -3.2020 -0.13
C -2.9803 2.2248 -3.8572 -0.10
C -1.8849 2.7659 -3.1998 -0.05
C -1.6332 2.4327 -1.8748 -0.01
H -4.3426 3.0709 -0.3006 0.12
H -5.9497 4.0593 1.2748 0.11
H -5.8066 3.5440 3.6908 0.11
H -4.0255 2.0341 4.5280 0.11
H -2.4261 1.0290 2.9502 0.10
H -4.2217 0.2915 -1.3572 0.13
H -4.6508 0.8751 -3.7251 0.10
H -3.1804 2.4958 -4.8869 0.11
H -1.2218 3.4518 -3.7120 0.11
H -0.7842 2.8600 -1.3477 0.09
```


Density functional theory data (ωB97M-V/def2-TZVPD) for C41H48CdN3O7PS as an isolated structure.

Properties
Orbital gap (spin up / spin down): 0.1539 / 0.1111 hartree
Max |F|: 6.50 eV Å⁻¹
E_tot: -86780.308 eV
LUMO energy (spin up / spin down): -0.8 / -1.2 eV
HOMO energy (spin up / spin down): -4.98 / -4.18 eV

XYZ file:
```
102
Properties=species:S:1:pos:R:3:lowdin_charge:R:1
Cd 1.5423 -0.8628 0.9853 1.32
C -3.6245 -2.5769 -2.7428 -0.07
C -2.9840 -3.7914 -3.4649 -0.35
C -2.8346 -5.0187 -2.5416 -0.10
C -1.5686 -3.3342 -3.9243 -0.18
C -0.3904 -4.0251 -3.5125 -0.02
C 0.8451 -3.4485 -3.7800 -0.05
C 0.9660 -2.3399 -4.5905 -0.30
C 2.2838 -1.6923 -4.8030 -0.07
C -0.1955 -1.7192 -5.1095 -0.04
C -1.4471 -2.2227 -4.7761 -0.05
H -4.5096 -2.8557 -2.1694 0.07
H -3.9185 -1.8244 -3.5079 0.07
H -2.9394 -2.0292 -2.1129 0.07
H -3.5690 -4.0242 -4.3848 0.14
H -2.2660 -4.7295 -1.6615 0.05
H -2.3412 -5.8338 -3.0720 0.07
H -3.7898 -5.4446 -2.2060 0.08
H -0.4877 -4.9236 -2.9315 0.09
H 1.7169 -3.9193 -3.3310 0.11
H 2.4607 -1.2702 -5.7866 0.07
H 3.0644 -2.4073 -4.5398 0.07
H 2.3611 -0.8486 -4.1083 0.07
H -0.0800 -0.8834 -5.7997 0.11
H -2.3632 -1.7259 -5.0708 0.10
O -1.4813 -3.7360 0.2529 0.01
C -0.5464 -3.1464 0.8138 -0.66
O 0.5447 -2.6750 0.2774 -0.25
C -0.8323 -2.8534 2.3992 -0.23
P -0.3396 -1.1529 2.9768 0.98
C -1.6792 0.0335 3.1378 -0.38
C -2.6253 -0.1461 4.1568 -0.07
C -3.7758 0.6862 4.0722 -0.07
C -3.8756 1.7706 3.2245 -0.08
C -2.9050 1.9577 2.2493 -0.07
C -1.8819 1.0251 2.1197 -0.07
C 0.6568 -1.1810 4.4891 -0.38
C 0.7105 -0.0671 5.3449 -0.10
C 1.6199 -0.0505 6.3870 -0.10
C 2.5711 -1.0262 6.6089 -0.09
C 2.5368 -2.1218 5.7527 -0.09
C 1.6893 -2.1571 4.6066 -0.10
H -0.2184 -3.5732 3.0090 0.08
H -1.8853 -3.0655 2.6567 0.08
H -2.5205 -0.8527 4.9602 0.11
H -4.5836 0.4591 4.7645 0.10
H -4.6840 2.4720 3.3516 0.10
H -2.8880 2.8079 1.5812 0.10
H -1.1130 1.1213 1.3493 0.08
H 0.0007 0.7263 5.2050 0.10
H 1.5744 0.8367 7.0159 0.11
H 3.3121 -0.9792 7.4370 0.12
H 3.1609 -3.0051 5.8250 0.10
H 1.8275 -2.9420 3.8670 0.09
N 3.1193 -1.3953 -0.3647 0.07
C 4.1421 -0.9987 0.0642 -0.30
N 5.2159 -0.5172 0.5928 -0.08
C 5.2007 0.1004 1.9567 -0.14
C 6.4631 -0.1935 2.7414 -0.20
C 7.7229 0.1117 1.9478 -0.19
C 7.7037 -0.7094 0.6320 -0.17
C 6.4819 -0.3403 -0.2080 -0.11
H 4.3588 -0.3265 2.4971 0.10
H 5.0142 1.2012 1.8071 0.14
H 6.3617 -1.2402 3.0228 0.12
H 6.4888 0.3558 3.6988 0.12
H 8.6031 -0.1266 2.5656 0.11
H 7.7835 1.1845 1.7093 0.12
H 7.7279 -1.7586 0.8311 0.10
H 8.6058 -0.4446 0.0195 0.13
H 6.3796 -0.9326 -1.0974 0.12
H 6.4821 0.7251 -0.5621 0.14
C -6.2981 5.0841 0.8067 -0.06
C -5.2994 4.4585 -0.1407 -0.25
C -4.5409 5.2146 -1.0753 -0.04
C -3.8551 4.6709 -2.1413 -0.06
C -3.9204 3.2691 -2.2666 -0.26
C -4.5539 2.4364 -1.3320 -0.04
C -5.2789 3.0606 -0.3307 -0.07
S -2.7706 2.6866 -3.4974 0.65
O -3.3032 1.4466 -3.9978 -0.30
O -2.7091 3.7758 -4.4318 -0.31
N -1.3495 2.3611 -2.6717 -0.17
C -0.3623 3.2643 -2.4110 -0.28
C 1.1246 2.7992 -2.7117 -0.17
C 1.4279 1.5406 -2.0721 -0.39
O 1.3104 1.4999 1.0676 0.01
O 0.7968 0.6986 -1.5870 -0.05
H -5.9262 6.0200 1.2808 0.09
H -6.5221 4.3755 1.6459 0.08
H -7.2890 5.2424 0.3620 0.08
H -4.4880 6.2799 -0.9715 0.10
H -3.3624 5.2573 -2.9192 0.11
H -4.4707 1.3344 -1.4083 0.13
H -5.8406 2.4542 0.3922 0.11
H -1.0313 1.3946 -2.8711 0.12
H -0.6152 3.3186 -1.2809 0.14
H -0.6559 4.1476 -3.0202 0.12
H 1.9157 3.4718 -2.4275 0.08
H 1.1436 2.6823 -3.8726 0.15
O 2.7119 3.2261 0.4220 0.15
C 1.8561 2.4197 0.6579 -0.44
```


Density functional theory data (ωB97M-V/def2-TZVPD) for a 6-piece molecular cluster, C41H49ClNO2S overall.

Properties
Multiplicity: 2
Orbital gap (spin up / spin down): 0.3237 / 0.3540 hartree
Max |F|: 3.35 eV Å⁻¹
E_tot: -72252.479 eV
LUMO energy (spin up / spin down): 0.4 / 0.3 eV
HOMO energy (spin up / spin down): -8.42 / -9.32 eV

XYZ file:
```
95
Properties=species:S:1:pos:R:3:lowdin_charge:R:1
C 3.3746 4.7553 1.3289 -0.03
C 2.4272 5.1701 0.1962 -0.46
C 3.2463 6.0791 -0.7315 -0.03
C 1.2319 6.0027 0.6872 -0.13
C 0.0016 5.2301 1.1825 -0.68
S 0.2506 4.7456 2.9467 0.86
C -1.2829 6.0827 1.1576 -0.17
C -1.5369 6.9464 -0.0522 -0.72
O -2.0577 8.0519 0.0203 0.04
Cl -1.1597 6.2748 -1.6609 0.73
C -0.2454 3.9057 0.4608 -0.17
C 0.9839 3.1137 0.0019 -0.45
C 1.5975 2.2363 1.1129 -0.02
C 0.5004 2.1599 -1.0961 -0.04
N 1.9978 4.0032 -0.6110 -0.11
O 1.7869 4.2639 -1.8439 -0.01
H 3.9606 3.9079 1.0033 0.08
H 4.0378 5.5742 1.5451 0.08
H 2.8516 4.4844 2.2343 0.04
H 3.9502 5.4963 -1.3026 0.09
H 3.7654 6.8213 -0.1450 0.08
H 2.6165 6.6084 -1.4300 0.08
H 1.5943 6.5926 1.5187 0.11
H 0.9880 6.7085 -0.0910 0.09
H 0.7971 5.8567 3.4584 -0.09
H -1.3424 6.6897 2.0429 0.11
H -2.1197 5.3926 1.2105 0.13
H -0.8821 4.0498 -0.3963 0.07
H -0.8013 3.2590 1.1317 0.12
H 1.1560 2.4179 2.0785 0.04
H 2.6669 2.3566 1.1546 0.07
H 1.4315 1.1972 0.8800 0.08
H -0.1727 2.6404 -1.7883 0.07
H -0.0472 1.3421 -0.6476 0.09
H 1.3391 1.7236 -1.6139 0.09
C -2.0127 -2.2722 -2.6449 -0.09
C -3.1925 -1.7194 -2.1711 -0.09
C -3.4238 -0.3573 -2.3008 -0.09
C -2.4746 0.4501 -2.9121 -0.10
C -1.2941 -0.1039 -3.3887 -0.10
C -1.0607 -1.4647 -3.2516 -0.09
H -1.8331 -3.3346 -2.5377 0.08
H -3.9317 -2.3548 -1.6991 0.09
H -4.3429 0.0741 -1.9261 0.10
H -2.6542 1.5125 -3.0170 0.10
H -0.5544 0.5272 -3.8643 0.10
H -0.1373 -1.8954 -3.6175 0.10
C -0.6904 -6.9277 -1.1981 -0.10
C 0.2408 -7.1613 -0.1968 -0.09
C 1.4341 -6.4516 -0.1787 -0.09
C 1.6938 -5.5046 -1.1587 -0.10
C 0.7618 -5.2696 -2.1594 -0.12
C -0.4287 -5.9826 -2.1811 -0.10
H -1.6201 -7.4820 -1.2135 0.10
H 0.0369 -7.8968 0.5703 0.10
H 2.1622 -6.6373 0.6000 0.10
H 2.6234 -4.9505 -1.1449 0.11
H 0.9645 -4.5300 -2.9236 0.09
H -1.1543 -5.8026 -2.9647 0.10
C -6.5156 -5.2350 1.3764 -0.10
C -7.3588 -5.3488 0.2800 -0.10
C -6.8325 -5.3491 -1.0039 -0.10
C -5.4617 -5.2419 -1.1905 -0.10
C -4.6179 -5.1304 -0.0939 -0.10
C -5.1450 -5.1239 1.1896 -0.09
H -6.9270 -5.2325 2.3772 0.10
H -8.4273 -5.4369 0.4264 0.10
H -7.4904 -5.4329 -1.8590 0.10
H -5.0499 -5.2452 -2.1918 0.10
H -3.5478 -5.0482 -0.2403 0.09
H -4.4874 -5.0326 2.0442 0.10
C -0.2559 5.4657 8.9254 -0.10
C -0.7838 5.3657 7.6462 -0.09
C -0.0509 4.7535 6.6392 -0.11
C 1.2079 4.2370 6.9128 -0.10
C 1.7352 4.3357 8.1927 -0.10
C 1.0042 4.9520 9.1983 -0.10
H -0.8265 5.9442 9.7105 0.10
H -1.7671 5.7645 7.4336 0.10
H -0.4578 4.6790 5.6391 0.05
H 1.7774 3.7560 6.1274 0.10
H 2.7159 3.9314 8.4067 0.10
H 1.4166 5.0318 10.1956 0.10
C 3.1978 -6.4747 -4.3571 -0.10
C 2.8616 -5.5844 -5.3671 -0.10
C 3.8410 -5.1041 -6.2250 -0.10
C 5.1568 -5.5193 -6.0765 -0.10
C 5.4930 -6.4118 -5.0684 -0.10
C 4.5141 -6.8877 -4.2073 -0.09
H 2.4353 -6.8471 -3.6877 0.09
H 1.8338 -5.2649 -5.4862 0.10
H 3.5790 -4.4067 -7.0100 0.10
H 5.9203 -5.1474 -6.7472 0.10
H 6.5191 -6.7364 -4.9539 0.10
H 4.7767 -7.5802 -3.4182 0.10
```


Question: Number 3 is which compound?
Answer: C41H48CdN3O7PS


Question: Look up the max |F| of the second one.
Answer: 1.28 eV Å⁻¹


Question: The lowest max |F| belongs to which entry?
Answer: C41H48AsN6O2S4SeSiTi


Question: Which value of max |F| does entry 1 give?
Answer: 1.23 eV Å⁻¹